DFT (the ωB97M-V functional and the def2-TZVPD basis) results for a 2-piece molecular cluster, C3H10N3S overall.

Last column: Löwdin charge in e.
Cartesian coordinates (Å):
N: 1.797 0.898 -0.319  0.090
C: 1.601 0.389 -1.578  -0.683
N: 0.320 0.020 -1.898  0.086
N: 2.551 0.272 -2.451  0.023
H: 2.430 1.667 -0.249  0.071
H: 1.004 0.915 0.325  -0.022
H: -0.405 0.106 -1.152  -0.058
H: 0.302 -0.681 -2.609  0.067
H: 3.452 0.431 -2.012  -0.007
C: -1.931 -1.925 1.924  -0.235
C: -1.233 -0.597 2.178  -0.788
S: -1.374 0.608 0.816  0.262
H: -1.653 -2.372 0.972  0.049
H: -3.010 -1.786 1.983  0.048
H: -1.690 -2.618 2.747  0.050
H: -0.172 -0.743 2.397  0.029
H: -1.665 -0.090 3.045  0.018

For the LUMO energy, the calculation gives 4.1 eV. The value obtained for the largest force on an atom is 0.01918 Eh/bohr. Its net charge is -1. For the calculated total energy, the calculation gives -682.8223 a.u. The calculation puts the molecular weight at 120.201 g mol⁻¹. The calculation puts the HOMO-LUMO gap at 7.2 eV. The energy above the lowest of the compared OMol25 structures with the same formula, charge and spin comes out at 0.0 kJ/mol. The calculation puts the HOMO energy at -0.116 Ha.


DFT (the ωB97M-V functional and the def2-TZVPD basis) results for a 2-piece molecular cluster, F2N2O overall.

Last column: Löwdin charge in e.
Cartesian coordinates (Å):
N: 1.352 -0.439 -0.015  0.069
N: -1.013 -0.006 0.536  0.044
O: 2.065 0.442 -0.038  0.027
F: -1.551 -1.053 -0.223  -0.082
F: -0.854 1.055 -0.260  -0.059

For the LUMO energy (alpha / beta), the calculation gives 0.0 / -0.6 eV. The value obtained for the largest force on an atom is 0.03203 Eh/bohr. Its net charge is 0. For the calculated total energy, the calculation gives -384.2381 a.u. The calculation puts the molecular weight at 82.009 g mol⁻¹. The calculation puts the HOMO-LUMO gap (alpha / beta) at 10.9 / 8.2 eV. The energy above the lowest of the compared OMol25 structures with the same formula, charge and spin comes out at 0.0 kJ/mol. The calculation puts the HOMO energy (alpha / beta) at -0.400 / -0.324 Ha.


DFT (the ωB97M-V functional and the def2-TZVPD basis) results for C33H28As2F6O2PdSSb as an isolated structure.

Last column: Löwdin charge in e.
Cartesian coordinates (Å):
Pd: 1.849 -0.698 1.772  0.803
O: 3.475 -3.118 2.633  0.137
C: 3.646 -2.400 1.684  -0.614
O: 2.733 -2.099 0.753  -0.217
C: 4.958 -1.706 1.430  -0.131
C: 6.145 -2.401 1.366  0.010
C: 7.336 -1.727 1.106  -0.020
C: 7.353 -0.343 0.930  -0.053
C: 6.181 0.372 1.007  -0.085
C: 4.964 -0.300 1.250  -0.541
S: 3.559 0.670 1.343  0.955
H: 6.141 -3.471 1.521  0.134
H: 8.261 -2.284 1.050  0.117
H: 8.288 0.168 0.743  0.115
H: 6.176 1.448 0.892  0.111
C: 0.493 -1.158 -1.322  -0.487
C: -0.502 -0.021 -1.493  -0.444
As: 0.473 1.699 -1.583  1.297
C: -0.827 2.719 -2.636  -0.416
C: -2.164 2.803 -2.255  -0.106
C: -3.069 3.515 -3.027  -0.083
C: -2.644 4.155 -4.185  -0.090
C: -1.314 4.079 -4.568  -0.092
C: -0.409 3.361 -3.795  -0.131
C: -0.019 2.510 0.122  -0.425
C: -0.611 1.881 1.136  -0.172
C: -1.060 2.582 2.375  -0.248
C: -0.764 4.079 2.485  -0.312
C: -0.072 4.663 1.294  -0.021
C: 0.277 3.945 0.232  -0.107
As: -0.169 -3.015 -1.146  1.306
C: -1.015 -3.109 0.623  -0.396
C: -2.043 -4.056 0.708  -0.143
C: -2.662 -4.354 1.910  -0.077
C: -2.264 -3.719 3.078  -0.069
C: -1.239 -2.792 3.030  -0.077
C: -0.632 -2.507 1.813  -0.114
C: -1.770 -2.723 -2.242  -0.431
C: -1.663 -3.071 -3.585  -0.133
C: -2.697 -2.807 -4.473  -0.090
C: -3.859 -2.200 -4.021  -0.090
C: -3.979 -1.857 -2.681  -0.081
C: -2.940 -2.112 -1.797  -0.124
H: 1.169 -0.964 -0.491  -0.021
H: 1.151 -1.205 -2.194  0.058
H: -1.259 0.001 -0.707  0.054
H: -1.036 -0.113 -2.440  0.065
H: -2.497 2.317 -1.345  0.103
H: -4.107 3.574 -2.724  0.103
H: -3.350 4.713 -4.785  0.102
H: -0.979 4.578 -5.469  0.101
H: 0.630 3.301 -4.099  0.088
H: -0.878 0.831 1.082  0.071
H: -2.137 2.417 2.462  0.107
H: -1.692 4.619 2.685  0.148
H: 0.149 5.722 1.353  0.114
H: 0.780 4.428 -0.599  0.097
H: -2.366 -4.569 -0.190  0.098
H: -3.457 -5.089 1.933  0.105
H: -2.746 -3.945 4.019  0.108
H: -0.914 -2.273 3.921  0.098
H: 0.187 -1.777 1.911  0.036
H: -0.761 -3.557 -3.944  0.089
H: -2.597 -3.081 -5.516  0.101
H: -4.670 -1.998 -4.708  0.101
H: -4.883 -1.382 -2.322  0.103
H: -3.043 -1.825 -0.758  0.103
F: 1.116 0.629 3.104  -0.518
Sb: -0.585 1.374 4.107  1.531
F: -2.003 2.041 5.169  -0.365
F: -1.701 0.090 3.164  -0.381
F: 0.049 4.345 3.597  -0.039
F: -0.235 -0.106 5.221  -0.357
F: 0.741 2.304 5.086  -0.366

For the LUMO energy (alpha / beta), the calculation gives -2.4 / -4.0 eV. The value obtained for the largest force on an atom is 0.01053 Eh/bohr. Its net charge is 0. For the calculated total energy, the calculation gives -7261.8224 a.u. The calculation puts the molecular weight at 980.664 g mol⁻¹. As for the multiplicity: 2. The calculation puts the HOMO-LUMO gap (alpha / beta) at 6.0 / 4.4 eV. The expectation value of S² is 0.777. The energy above the lowest of the compared OMol25 structures with the same formula, charge and spin comes out at 378.3 kJ/mol. The calculation puts the HOMO energy (alpha / beta) at -0.308 / -0.308 Ha.


DFT (the ωB97M-V functional and the def2-TZVPD basis) results for a 8-piece molecular cluster, C26H65Cl6N3O8 overall.

Last column: Löwdin charge in e.
Cartesian coordinates (Å):
Cl: 3.554 1.276 -0.416  0.559
C: 4.585 -0.207 -0.335  -0.651
C: 5.724 -0.056 0.637  -0.642
Cl: 6.892 -1.368 0.335  0.565
H: 4.759 -0.521 -1.352  0.064
H: 3.855 -0.888 0.104  -0.015
H: 5.363 -0.086 1.656  0.059
H: 6.233 0.886 0.444  0.066
Cl: -3.334 3.189 0.066  0.576
C: -3.092 2.630 -1.624  -0.616
C: -3.100 3.827 -2.550  -0.633
Cl: -4.797 4.351 -2.880  0.522
H: -3.937 1.978 -1.778  0.055
H: -2.156 2.090 -1.678  0.065
H: -2.583 3.659 -3.484  0.070
H: -2.707 4.700 -2.046  0.045
Cl: 2.907 -3.334 -0.457  0.604
C: 2.740 -5.030 0.118  -0.614
C: 1.410 -5.598 -0.264  -0.644
Cl: 0.213 -5.237 1.004  0.573
H: 2.810 -4.951 1.194  0.046
H: 3.614 -5.526 -0.278  0.072
H: 1.550 -6.681 -0.297  0.078
H: 1.060 -5.271 -1.237  0.063
C: -2.256 -4.501 -1.667  -0.163
O: -1.236 -3.946 -2.525  -0.159
H: -3.242 -4.463 -2.181  0.074
H: -2.042 -5.545 -1.455  0.063
H: -2.449 -3.859 -0.799  0.073
H: -0.977 -3.063 -2.201  0.022
C: 0.052 -1.082 -0.487  -0.142
O: -0.686 -1.266 -1.691  -0.151
H: 1.121 -1.147 -0.671  0.034
H: -0.220 -0.136 -0.002  0.068
H: -0.208 -1.852 0.243  0.071
H: -0.188 -0.710 -2.344  0.056
C: 0.074 2.940 1.518  -0.078
O: -0.199 2.868 2.927  -0.240
C: -0.450 4.089 3.593  -0.232
C: -1.714 3.960 4.376  -0.198
N: -2.841 3.897 3.420  -0.048
C: -4.064 3.371 3.995  -0.221
C: -4.989 4.494 4.402  -0.222
O: -6.088 3.906 5.060  -0.175
C: -7.007 4.837 5.390  -0.179
H: -0.246 3.903 1.141  0.079
H: -0.319 2.008 1.110  0.065
H: 1.157 2.797 1.336  0.074
H: -0.498 4.933 2.891  0.123
H: 0.400 4.373 4.239  0.127
H: -1.818 4.901 4.932  0.123
H: -1.660 3.108 5.065  0.105
H: -2.597 3.218 2.699  0.044
H: -3.913 2.701 4.855  0.116
H: -4.567 2.782 3.222  0.121
H: -5.358 5.019 3.515  0.129
H: -4.473 5.175 5.094  0.127
H: -6.611 5.615 6.080  0.094
H: -7.775 4.362 6.007  0.091
H: -7.453 5.359 4.539  0.090
C: 0.164 -1.924 -9.010  -0.124
O: 1.033 -2.843 -8.405  -0.216
C: 2.428 -2.474 -8.435  -0.211
C: 2.787 -1.204 -7.719  -0.211
N: 2.789 -1.319 -6.229  -0.050
C: 1.436 -1.393 -5.622  -0.187
C: 1.395 -1.209 -4.104  -0.150
O: 0.922 0.108 -3.632  -0.215
C: 1.901 1.084 -3.781  -0.123
H: -0.762 -2.481 -9.117  0.091
H: 0.519 -1.646 -10.007  0.091
H: 0.034 -1.062 -8.362  0.068
H: 2.689 -2.405 -9.504  0.122
H: 2.882 -3.361 -7.995  0.127
H: 2.124 -0.409 -8.109  0.113
H: 3.819 -1.014 -8.024  0.120
H: 3.258 -0.468 -5.925  0.081
H: 1.002 -2.363 -5.854  0.117
H: 0.766 -0.643 -6.091  0.125
H: 2.384 -1.429 -3.654  0.131
H: 0.751 -1.969 -3.664  0.106
H: 2.661 1.089 -2.998  0.040
H: 1.460 2.080 -3.824  0.093
H: 2.392 0.991 -4.753  0.075
C: -2.159 0.027 6.209  -0.089
O: -2.659 -0.822 5.176  -0.173
C: -2.115 -0.531 3.932  -0.239
C: -0.705 -0.998 3.799  -0.225
N: 0.190 0.038 3.357  -0.055
C: 1.598 -0.148 3.592  -0.202
C: 2.212 -1.278 2.831  -0.233
O: 3.604 -1.166 3.088  -0.221
C: 4.258 -2.423 2.982  -0.099
H: -2.266 1.097 5.960  0.066
H: -1.104 -0.188 6.455  0.089
H: -2.744 -0.160 7.112  0.088
H: -2.191 0.557 3.738  0.117
H: -2.747 -0.980 3.170  0.126
H: -0.699 -1.787 3.010  0.110
H: -0.353 -1.616 4.651  0.128
H: -0.151 0.998 3.442  0.078
H: 1.706 -0.433 4.660  0.126
H: 2.184 0.744 3.396  0.126
H: 2.034 -1.179 1.748  0.105
H: 1.849 -2.255 3.174  0.118
H: 5.265 -2.354 3.374  0.089
H: 4.255 -2.600 1.907  0.042
H: 3.678 -3.153 3.552  0.089

For the LUMO energy, the calculation gives 0.4 eV. The value obtained for the largest force on an atom is 0.05381 Eh/bohr. Its net charge is 0. As for the SMILES: COCCNCCOC.COCCNCCOC.COCCNCCOC.ClCCCl.ClCCCl.ClCCCl.CO.CO. For the calculated total energy, the calculation gives -4556.7640 a.u. The calculation puts the molecular weight at 760.537 g mol⁻¹. The calculation puts the HOMO-LUMO gap at 8.5 eV. The calculation puts the HOMO energy at -0.298 Ha.